No. 1
Entry from OMol25: a structure of composition C32H49BN8O4V (ωB97M-V/def2-TZVPD).

Structure (XYZ):
```
95
Properties=species:S:1:pos:R:3:lowdin_spin:R:1
V -0.60 1.07 -0.14 0.970
C -2.03 2.84 4.55 0.000
C -1.54 2.64 3.11 0.000
C -0.55 3.75 2.72 0.000
C -0.93 1.27 2.95 0.002
C -0.69 0.33 3.93 -0.001
C -0.16 -0.80 3.30 -0.001
C 0.27 -2.08 3.97 0.000
C -0.56 -3.29 3.49 0.000
C 1.78 -2.32 3.87 0.000
N -0.10 -0.56 1.99 0.002
N -0.58 0.73 1.75 -0.013
B 0.49 -1.37 0.80 0.001
N 1.62 -0.49 0.18 0.001
N 1.26 0.78 -0.26 -0.018
C 2.39 1.43 -0.67 -0.001
C 3.45 0.58 -0.50 -0.002
C 2.94 -0.62 0.04 -0.003
C 3.70 -1.87 0.36 0.000
C 4.79 -1.57 1.41 0.000
C 4.31 -2.44 -0.92 0.000
C 2.38 2.85 -1.15 0.000
C 3.62 3.16 -1.99 0.000
C 2.28 3.81 0.06 0.000
N -0.66 -1.54 -0.29 0.007
N -1.64 -0.54 -0.32 0.005
C -2.78 -1.06 -0.84 0.001
C -2.51 -2.37 -1.19 0.009
C -1.19 -2.65 -0.85 0.006
C -0.51 -3.96 -1.20 0.001
C -0.36 -3.99 -2.74 0.000
C 0.83 -4.28 -0.56 0.000
C -4.10 -0.34 -0.91 0.000
C -5.20 -1.29 -1.38 0.000
C -4.08 0.92 -1.78 0.000
H -2.51 3.81 4.63 0.000
H -1.19 2.82 5.25 0.000
H -2.75 2.08 4.85 0.000
H -2.40 2.69 2.44 0.000
H 0.39 3.65 3.27 0.000
H -0.98 4.73 2.96 0.000
H -0.33 3.76 1.65 0.000
H -0.86 0.44 4.99 0.000
H 0.03 -1.93 5.02 0.000
H -0.41 -3.49 2.43 0.000
H -1.62 -3.13 3.67 0.000
H -0.25 -4.18 4.05 0.000
H 2.09 -2.55 2.84 0.000
H 2.06 -3.16 4.50 0.000
H 2.34 -1.44 4.21 0.000
H 0.91 -2.41 1.16 0.000
H 4.49 0.79 -0.72 0.000
H 3.01 -2.60 0.78 0.000
H 5.54 -0.89 1.00 0.000
H 5.29 -2.49 1.69 0.000
H 4.37 -1.12 2.31 0.000
H 5.09 -1.78 -1.31 0.000
H 3.57 -2.59 -1.71 0.000
H 4.78 -3.41 -0.71 0.000
H 1.49 2.99 -1.77 0.000
H 4.52 3.16 -1.36 0.000
H 3.53 4.15 -2.43 0.000
H 3.77 2.43 -2.79 0.000
H 3.06 3.59 0.79 0.000
H 1.32 3.74 0.57 0.000
H 2.41 4.84 -0.27 0.000
H -3.21 -3.07 -1.64 0.000
H -1.22 -4.74 -0.92 0.000
H 0.36 -3.24 -3.07 0.000
H -1.31 -3.82 -3.25 0.000
H 0.01 -4.97 -3.04 0.000
H 1.57 -3.50 -0.77 0.000
H 1.21 -5.21 -0.98 0.000
H 0.76 -4.41 0.52 0.000
H -4.32 -0.04 0.12 0.000
H -5.03 -1.60 -2.42 0.000
H -6.16 -0.77 -1.34 0.000
H -5.27 -2.18 -0.75 0.000
H -3.68 0.72 -2.77 0.000
H -3.51 1.73 -1.31 0.000
H -5.09 1.30 -1.90 0.000
O -2.89 4.47 -4.42 0.000
C -2.33 3.40 -4.98 0.000
O -2.45 3.15 -6.14 0.000
C -1.56 2.47 -4.11 0.001
C -0.94 1.35 -4.61 0.001
N -0.39 0.68 -3.58 0.000
N -0.60 1.30 -2.42 -0.003
C -1.32 2.38 -2.74 0.004
C -1.72 3.20 -1.58 0.010
O -2.27 4.24 -1.58 -0.002
O -1.36 2.54 -0.39 0.024
H -2.69 4.54 -3.47 0.000
H -0.87 1.01 -5.64 0.000
H 0.17 -0.15 -3.62 0.000
```

Summary:
- max |F| (eV/A) = 3.208
- 2S+1 = 2
- Kohn-Sham gap (alpha / beta) (eV) = 6.8 / 7.4
- highest occupied orbital energy (alpha / beta) (Ha) = -0.5523 / -0.5525
- charge = +2



No. 2
Entry from OMol25: a cluster of 5 separate species, C32H49Br8F7IN3O4P in total (ωB97M-V/def2-TZVPD).

Structure (XYZ):
```
105
Properties=species:S:1:pos:R:3:mulliken_charge:R:1
C 3.67 1.76 -3.17 -1.438
C 3.42 0.88 -1.98 0.687
C 4.29 0.83 -0.91 -1.232
C 3.98 0.03 0.17 -0.721
C 2.84 -0.74 0.22 0.152
C 2.60 -1.58 1.46 0.973
C 1.64 -0.91 2.44 -1.307
C 2.21 -3.04 1.20 -1.334
C 1.97 -0.69 -0.86 1.141
O 0.84 -1.46 -0.74 -0.191
C -0.25 -1.19 -1.57 -1.910
C -1.00 0.05 -1.08 1.155
C -2.24 -0.29 -0.20 -2.518
N -3.54 0.36 -0.63 1.372
C -4.52 0.05 0.53 -1.472
C -5.08 -1.36 0.71 -0.998
C -4.20 -2.32 1.54 -1.143
I -5.39 -3.56 2.79 0.129
C -4.16 -0.21 -1.89 0.465
F -3.83 0.54 -2.95 -0.159
F -5.50 -0.09 -1.78 -0.312
C -3.80 -1.68 -2.38 0.564
F -2.66 -1.62 -3.08 -0.196
F -3.68 -2.62 -1.44 -0.176
F -4.80 -2.02 -3.21 -0.255
C -3.30 1.89 -0.74 1.919
C -4.59 2.62 -1.24 -0.790
O -4.84 2.74 -2.39 -0.404
N -5.54 3.13 -0.25 0.103
C -6.06 4.38 -0.55 0.558
O -7.20 4.68 -0.49 -0.496
F -5.11 5.26 -0.86 -0.175
C -2.87 2.51 0.63 0.361
C -2.66 4.02 0.51 -1.338
F -3.72 2.28 1.70 -0.516
C -2.02 2.16 -1.64 -1.690
P -2.13 3.23 -3.15 0.558
O -2.35 2.46 -4.40 -0.716
N -1.33 1.00 -2.11 -0.032
C 2.26 0.12 -1.94 -0.787
H 3.65 1.21 -4.11 0.369
H 4.60 2.32 -3.05 0.348
H 2.87 2.50 -3.22 0.254
H 5.18 1.44 -0.95 0.373
H 4.65 0.01 1.01 0.487
H 3.56 -1.64 1.97 0.003
H 0.61 -0.94 2.10 -0.008
H 1.70 -1.43 3.40 0.472
H 1.95 0.12 2.63 0.349
H 1.16 -3.15 0.99 0.026
H 2.82 -3.42 0.38 0.474
H 2.44 -3.62 2.09 0.285
H -0.88 -2.08 -1.50 0.633
H 0.00 -1.10 -2.62 0.380
H -0.28 0.54 -0.42 0.287
H -2.35 -1.36 -0.14 0.756
H -2.03 0.00 0.82 0.682
H -4.00 0.27 1.45 0.824
H -5.33 0.76 0.50 0.662
H -5.48 -1.84 -0.18 0.403
H -5.97 -1.19 1.32 0.882
H -3.64 -2.99 0.90 0.391
H -3.49 -1.76 2.14 0.408
H -6.33 2.49 -0.17 0.292
H -1.90 2.09 0.91 0.492
H -1.68 4.26 0.92 -0.487
H -2.70 4.41 -0.50 0.472
H -3.41 4.54 1.10 0.558
H -1.27 2.66 -1.02 0.878
H -0.87 3.85 -3.16 -0.114
H -3.05 4.27 -2.97 0.111
H -1.57 0.67 -3.04 0.670
H 1.59 0.19 -2.78 0.345
Br 3.52 -6.19 2.30 -0.013
C 5.06 -6.16 3.48 -0.528
C 4.98 -5.04 4.48 -0.631
Br 5.38 -3.31 3.68 -0.133
H 5.94 -6.09 2.85 0.384
H 5.05 -7.12 3.99 0.237
H 5.73 -5.17 5.26 0.375
H 4.00 -4.95 4.93 0.377
Br -0.13 3.15 3.08 -0.101
C 1.06 4.68 2.89 -0.645
C 1.07 5.18 1.47 -0.417
Br 2.10 4.01 0.31 -0.001
H 2.04 4.36 3.22 0.398
H 0.67 5.44 3.56 0.439
H 1.54 6.15 1.40 0.330
H 0.07 5.24 1.05 0.153
Br 1.72 5.92 -2.87 -0.115
C 2.84 7.33 -2.13 -0.494
C 4.28 7.14 -2.51 -0.599
Br 5.09 5.69 -1.51 -0.134
H 2.69 7.31 -1.05 0.225
H 2.45 8.26 -2.53 0.377
H 4.86 8.03 -2.27 0.357
H 4.41 6.91 -3.56 0.381
Br 2.02 -8.77 0.00 -0.143
C 2.73 -10.54 0.41 -0.576
C 2.62 -10.87 1.87 -0.555
Br 3.97 -9.94 2.93 -0.145
H 3.75 -10.56 0.05 0.373
H 2.13 -11.23 -0.18 0.338
H 2.81 -11.93 2.04 0.330
H 1.66 -10.60 2.29 0.370
```

Summary:
- max |F| (eV/A) = 1.667
- Kohn-Sham gap (eV) = 6.9
- highest occupied orbital energy (Ha) = -0.3813
- charge = +1



Question: The highest max |F| belongs to which entry?
Answer: C32H49BN8O4V